(1)
Entry from the Open Molecules 2025 dataset: a structure of composition C35H47BrN4P2Ru (ωB97M-V/def2-TZVPD).

```
90
Properties=species:S:1:pos:R:3:lowdin_charge:R:1
N 0.99 2.45 -9.25 0.3127
C 2.06 1.93 -8.67 0.0010
C 2.11 1.68 -7.30 0.0485
C 0.98 1.96 -6.51 -0.1466
C -0.16 2.52 -7.15 0.0528
C -0.10 2.75 -8.53 0.0052
C 0.99 1.59 -5.07 0.0128
Ru 0.11 0.58 -1.17 0.9940
P -2.91 -2.60 1.48 1.1061
C -0.03 1.75 -4.15 -0.0370
C -0.38 0.62 -3.27 -0.3764
C -1.72 0.09 -3.24 0.0016
C -1.90 -1.30 -3.18 -0.0885
C -0.83 -2.14 -2.99 -0.7282
C 0.38 -1.60 -2.48 -0.0827
C 0.74 -0.25 -2.90 -0.2187
Br -1.06 -3.93 -3.29 1.0014
H 1.93 1.13 -4.69 0.1313
H -0.75 2.60 -4.12 0.1281
H 3.01 1.27 -6.86 0.1397
H -1.08 2.76 -6.62 0.1357
H 2.93 1.70 -9.30 0.1708
H -0.95 3.18 -9.07 0.1653
H -2.59 0.69 -3.59 0.1319
H 1.73 0.15 -3.00 0.1191
H -2.86 -1.82 -3.27 0.1277
H 1.14 -2.23 -2.05 0.1144
P -1.34 1.80 -0.09 0.8737
C -2.05 -3.89 0.63 -0.3698
C -2.84 -5.23 0.66 -0.0986
H -1.06 -4.00 1.13 0.1093
H -1.87 -3.49 -0.39 0.0517
H -2.24 -6.05 0.23 0.0960
H -3.07 -5.50 1.70 0.0882
H -3.78 -5.15 0.11 0.0846
C -4.29 -1.98 0.57 -0.3649
C -5.58 -2.36 1.36 -0.1061
H -4.28 -2.44 -0.45 0.1092
H -4.19 -0.88 0.49 0.0505
H -6.49 -2.11 0.80 0.0987
H -5.59 -3.43 1.58 0.0816
H -5.59 -1.80 2.31 0.0894
C -2.01 -1.62 2.61 -0.3754
C -1.98 -2.38 3.96 -0.1076
H -2.48 -0.62 2.72 0.0916
H -1.01 -1.49 2.16 0.0798
H -1.67 -1.76 4.80 0.0958
H -2.98 -2.79 4.17 0.0830
H -1.29 -3.23 3.89 0.0864
C -1.23 2.23 1.71 -0.3461
C -1.19 3.72 2.07 -0.1073
H -0.33 1.74 2.11 0.0631
H -2.07 1.75 2.25 0.0734
H -0.25 4.18 1.74 0.0858
H -2.00 4.28 1.59 0.0801
H -1.28 3.89 3.15 0.1053
C -3.07 1.20 -0.16 -0.3902
C -3.96 1.74 -1.26 -0.1086
H -3.53 1.31 0.83 0.0977
H -2.88 0.13 -0.32 0.0285
H -4.05 2.83 -1.21 0.0947
H -3.60 1.47 -2.25 0.0398
H -4.97 1.31 -1.15 0.1008
C -1.21 3.36 -1.05 -0.3447
C 0.20 3.56 -1.56 -0.1349
H -1.52 4.16 -0.39 0.0801
H -1.90 3.27 -1.88 0.0742
H 0.17 3.94 -2.59 0.0868
H 0.70 4.30 -0.93 0.1037
H 0.74 2.56 -1.54 0.0080
N 7.58 -2.18 6.41 0.2124
C 6.84 -1.73 5.62 -0.1475
C 5.95 -1.16 4.65 -0.2026
C 6.39 -0.05 3.91 0.0229
C 5.53 0.55 2.99 0.0104
C 4.23 0.07 2.78 -0.1818
C 3.78 -1.05 3.52 0.0029
C 4.65 -1.65 4.46 0.0127
N 3.41 0.68 1.80 0.0173
C 3.79 1.78 1.02 0.0184
C 2.81 1.96 0.09 -0.0981
N 1.81 0.98 0.26 -0.0690
C 2.18 0.28 1.34 -0.1113
H 7.41 0.34 4.02 0.1463
H 5.89 1.42 2.42 0.1110
H 2.78 -1.45 3.38 0.0962
H 4.33 -2.52 5.04 0.1358
H 4.72 2.32 1.20 0.1347
H 2.79 2.69 -0.72 0.1087
H 1.59 -0.52 1.75 0.1208
```

## Properties
Net charge   +4
Frontier orbital gap (spin up / spin down)   0.1602 / 0.1156 Eh
E   -4930.790264 a.u.
Lowest unoccupied orbital energy (spin up / spin down)   -0.459 / -0.504 Eh
2S+1   5
Molecular weight   766.71 g mol⁻¹
Expectation value of S²   6.063

---

(2)
Entry from the Open Molecules 2025 dataset: a cluster of 5 separate species, C35H47N2O in total (ωB97M-V/def2-TZVPD).

```
85
Properties=species:S:1:pos:R:3:lowdin_charge:R:1
C -0.54 -0.69 2.31 0.0108
C 0.82 -0.01 2.34 -0.4570
O 1.70 -0.46 3.06 0.0676
N 1.08 1.10 1.49 -0.1391
C 1.51 0.65 0.16 -0.0435
C 0.05 2.15 1.49 -0.1553
C 0.43 3.25 2.49 -0.1651
C -0.48 3.41 3.70 -0.1895
C -0.50 2.25 4.71 -0.1168
C 0.60 2.20 5.79 -0.2721
C 1.87 1.40 5.50 -0.1071
C 2.83 2.39 4.84 -0.0879
N 2.42 3.74 5.36 0.1028
C 1.18 3.55 6.24 -0.0494
H -0.38 -1.75 2.16 0.0983
H -1.21 -0.32 1.55 0.0776
H -1.02 -0.59 3.28 0.0838
H 1.70 1.51 -0.47 0.0837
H 2.45 0.12 0.26 0.0959
H 0.80 -0.01 -0.34 0.0862
H -0.95 1.76 1.68 0.1154
H 0.03 2.59 0.50 0.1169
H 1.46 3.07 2.79 0.0731
H 0.45 4.20 1.97 0.1156
H -0.26 4.36 4.19 0.0880
H -1.50 3.52 3.34 0.1122
H -1.45 2.30 5.23 0.1147
H -0.49 1.29 4.20 0.0906
H 0.13 1.79 6.68 0.1481
H 2.29 1.16 6.48 0.1274
H 1.75 0.47 4.97 0.0997
H 3.88 2.20 5.06 0.1363
H 2.74 2.33 3.76 0.1037
H 3.17 4.07 5.96 0.1742
H 2.21 4.42 4.64 0.1713
H 1.58 3.40 7.24 0.1372
H 0.47 4.36 6.17 0.1272
C 0.66 1.31 -4.55 -0.0908
C 0.39 0.40 -5.56 -0.0907
C -0.52 -0.63 -5.35 -0.0918
C -1.17 -0.75 -4.13 -0.0872
C -0.91 0.17 -3.12 -0.1069
C 0.01 1.19 -3.33 -0.1108
H 1.36 2.11 -4.71 0.1021
H 0.90 0.49 -6.52 0.0988
H -0.71 -1.34 -6.14 0.0986
H -1.88 -1.55 -3.97 0.1041
H -1.42 0.08 -2.17 0.0925
H 0.21 1.91 -2.54 0.0844
C -2.50 6.63 6.55 -0.1006
C -2.77 5.81 5.46 -0.1158
C -3.64 4.74 5.60 -0.1070
C -4.24 4.49 6.83 -0.0896
C -3.97 5.31 7.91 -0.0863
C -3.09 6.38 7.77 -0.0902
H -1.82 7.47 6.43 0.1003
H -2.31 6.01 4.50 0.0946
H -3.86 4.10 4.75 0.0994
H -4.93 3.66 6.94 0.1044
H -4.44 5.12 8.87 0.1057
H -2.88 7.02 8.62 0.1044
C 1.17 -3.29 -9.41 -0.0905
C 1.51 -4.63 -9.38 -0.0887
C 2.00 -5.19 -8.21 -0.0993
C 2.14 -4.41 -7.07 -0.1161
C 1.79 -3.07 -7.10 -0.0988
C 1.30 -2.51 -8.27 -0.1005
H 0.79 -2.85 -10.32 0.1022
H 1.40 -5.24 -10.27 0.1026
H 2.27 -6.24 -8.18 0.1059
H 2.51 -4.86 -6.15 0.1032
H 1.89 -2.47 -6.21 0.0948
H 1.04 -1.46 -8.30 0.0913
C -0.61 -7.75 -6.38 -0.0906
C -0.12 -6.75 -5.56 -0.0943
C -0.10 -6.91 -4.19 -0.0971
C -0.57 -8.09 -3.63 -0.1006
C -1.06 -9.10 -4.44 -0.0974
C -1.08 -8.93 -5.82 -0.0943
H -0.62 -7.62 -7.45 0.1007
H 0.26 -5.83 -6.00 0.0736
H 0.28 -6.13 -3.55 0.0971
H -0.56 -8.23 -2.55 0.0982
H -1.43 -10.02 -4.01 0.1003
H -1.47 -9.72 -6.46 0.1011
```

## Properties
Net charge   +1
Frontier orbital gap   0.2740 Eh
E   -1546.350271 a.u.
Lowest unoccupied orbital energy   -0.106 Eh
Molecular weight   511.77 g mol⁻¹
Relative energy (zero: lowest compared OMol25 entry of this formula, charge and spin)   2.5 kcal per mole

---

(3)
Entry from the Open Molecules 2025 dataset: a structure of composition C35H47N3O2PdS3Se (ωB97M-V/def2-TZVPD).

```
92
Properties=species:S:1:pos:R:3:lowdin_charge:R:1
Pd 0.61 0.22 2.47 0.1272
C -1.07 -1.49 4.63 -0.4502
C -1.49 -0.09 4.99 -0.4331
S -1.21 1.07 3.61 0.8766
C -0.53 2.54 4.45 -0.4551
C 0.83 2.33 5.08 -0.4485
S 2.06 1.66 3.91 0.8813
C 2.65 0.19 4.82 -0.4785
C 1.63 -0.87 5.23 -0.4199
S 0.60 -1.63 3.92 0.8852
H -1.13 -2.14 5.51 0.1138
H -1.72 -1.93 3.87 0.0921
H -2.55 -0.06 5.24 0.1084
H -0.95 0.30 5.86 0.0804
H -0.49 3.30 3.67 0.0866
H -1.27 2.87 5.19 0.1100
H 1.22 3.29 5.44 0.1037
H 0.79 1.67 5.94 0.0808
H 3.43 -0.23 4.18 0.0602
H 3.15 0.55 5.72 0.1095
H 2.19 -1.69 5.68 0.1056
H 0.96 -0.50 6.00 0.0750
C -0.53 -5.73 1.85 -0.0863
C 0.43 -4.55 1.75 -0.2769
C 1.85 -5.00 1.47 -0.1721
C 2.86 -3.86 1.29 -0.1074
N 2.59 -3.08 0.07 0.0037
C 2.24 -1.79 -0.03 -0.5367
Se 2.60 -0.50 1.33 0.8162
N 2.02 -1.50 -1.34 -0.0049
C 1.79 -0.19 -1.94 -0.1050
C 0.65 -0.20 -2.98 -0.0302
C -1.29 -0.81 -1.28 -0.3306
C -2.78 -0.73 -0.99 0.0130
C 2.37 -2.62 -2.11 -0.1281
C 2.51 -2.82 -3.49 0.0013
C 2.96 -4.05 -3.90 -0.0237
C 3.27 -5.07 -2.99 -0.0165
C 3.16 -4.88 -1.63 0.0324
C 2.71 -3.63 -1.21 -0.1249
H -1.55 -5.41 2.06 0.0748
H -0.23 -6.42 2.64 0.0892
H -0.55 -6.30 0.91 0.0850
H 0.42 -3.99 2.69 0.0475
H 0.09 -3.86 0.97 0.1003
H 1.85 -5.63 0.58 0.1065
H 2.22 -5.63 2.28 0.1395
H 3.88 -4.24 1.21 0.1460
H 2.82 -3.17 2.13 0.0794
H 2.69 0.06 -2.49 0.1560
H 1.68 0.53 -1.14 0.0708
H 0.74 -1.15 -3.51 0.0909
H 0.86 0.57 -3.72 0.1488
H -1.14 -0.16 0.55 0.0588
H -1.01 -1.85 -1.48 0.1566
H -3.07 0.29 -0.71 0.0964
H -3.04 -1.40 -0.17 0.1076
H -3.38 -1.02 -1.85 0.1069
H 2.35 -2.03 -4.22 0.1167
H 3.10 -4.23 -4.96 0.1293
H 3.63 -6.02 -3.36 0.1321
H 3.45 -5.65 -0.94 0.1285
C 0.21 7.46 -1.75 0.0391
O -0.27 6.08 -1.67 -0.0400
C -1.54 5.83 -1.89 -0.1952
C -2.53 6.77 -2.19 0.0432
C -3.82 6.34 -2.39 0.0371
C -4.18 4.97 -2.29 -0.0089
C -3.24 4.04 -2.02 -0.0199
C -1.89 4.44 -1.84 -0.1386
N -0.87 3.59 -1.50 0.1708
C -0.68 2.30 -1.65 0.0580
C -1.26 1.42 -2.64 -0.0748
C -1.92 1.93 -3.74 0.0307
C -2.34 1.11 -4.79 0.1063
C -2.20 -0.29 -4.75 0.0271
C -1.53 -0.82 -3.69 0.0471
C -0.90 -0.04 -2.60 -0.2900
O -0.53 -0.41 -0.15 -0.0755
H -0.26 8.06 -0.97 0.1148
H 0.00 7.87 -2.74 0.1151
H 1.28 7.40 -1.58 0.1092
H -2.28 7.82 -2.25 0.1348
H -4.59 7.07 -2.62 0.1429
H -5.22 4.69 -2.39 0.1338
H -3.51 2.99 -1.89 0.1242
H -0.10 4.09 -1.05 0.1887
H 0.11 1.91 -1.03 0.1314
H -2.09 2.99 -3.84 0.1238
H -2.81 1.57 -5.66 0.1534
H -2.59 -0.91 -5.54 0.1472
H -1.39 -1.89 -3.64 0.1621
```

## Properties
Net charge   +4
Frontier orbital gap (spin up / spin down)   0.1727 / 0.1729 Eh
E   -5399.100873 a.u.
Lowest unoccupied orbital energy (spin up / spin down)   -0.485 / -0.485 Eh
Molecular weight   823.36 g mol⁻¹

---

(4)
Entry from the Open Molecules 2025 dataset: a cluster of 9 separate species, C35H47N9O in total (ωB97M-V/def2-TZVPD).

```
92
Properties=species:S:1:pos:R:3:lowdin_charge:R:1
N -4.73 -1.39 -4.70 0.0013
C -3.85 -1.09 -3.70 -0.1246
C -3.23 -2.29 -3.29 -0.0904
C -3.66 -3.28 -4.20 -0.1204
C -4.58 -2.70 -5.01 -0.1737
H -5.37 -0.71 -5.07 0.1516
H -3.97 -0.11 -3.25 0.1002
H -2.63 -2.43 -2.40 0.0575
H -3.44 -4.34 -4.19 0.0926
H -5.11 -3.09 -5.86 0.1075
N 2.52 0.41 -1.49 0.0289
C 3.47 -0.12 -2.30 -0.1571
C 4.48 0.82 -2.60 -0.1084
C 4.14 1.99 -1.85 -0.1118
C 2.90 1.72 -1.24 -0.1303
H 1.71 -0.05 -1.12 0.0975
H 3.43 -1.13 -2.66 0.0640
H 5.33 0.66 -3.24 0.0783
H 4.66 2.92 -1.72 0.0804
H 2.23 2.33 -0.65 0.0912
N 1.12 4.42 1.41 0.0221
C -0.11 4.04 1.00 -0.1461
C -0.65 5.11 0.29 -0.1132
C 0.29 6.16 0.29 -0.1043
C 1.39 5.68 0.97 -0.1331
H 1.73 3.86 2.00 0.0805
H -0.52 3.04 1.04 0.0868
H -1.57 5.12 -0.26 0.0669
H 0.05 7.12 -0.15 0.0871
H 2.33 6.12 1.29 0.1027
N -2.45 3.68 -2.60 0.0207
C -1.60 2.66 -2.65 -0.1299
C -1.77 1.84 -1.54 -0.0943
C -2.71 2.49 -0.78 -0.1470
C -3.13 3.60 -1.44 -0.1860
H -2.59 4.41 -3.28 0.1601
H -0.87 2.54 -3.44 0.1128
H -1.28 0.94 -1.23 0.0820
H -3.08 2.15 0.18 0.0812
H -3.95 4.27 -1.25 0.1161
N -1.85 2.76 3.64 0.0304
C -2.88 2.41 2.89 -0.1820
C -3.33 1.18 3.32 -0.1425
C -2.48 0.71 4.33 -0.1229
C -1.53 1.70 4.49 -0.1252
H -1.32 3.60 3.49 0.1393
H -3.33 3.14 2.23 0.1153
H -4.15 0.61 2.91 0.0954
H -2.55 -0.31 4.68 0.0994
H -0.67 1.74 5.14 0.1007
N 1.46 -6.68 3.48 -0.0044
C 0.24 -6.25 3.08 -0.1221
C 0.50 -5.16 2.24 -0.1238
C 1.89 -4.95 2.11 -0.1020
C 2.42 -5.91 2.92 -0.1661
H 1.73 -7.52 3.97 0.1524
H -0.70 -6.68 3.39 0.1054
H -0.22 -4.49 1.80 0.0634
H 2.49 -4.22 1.59 0.0946
H 3.47 -6.13 3.10 0.1084
N 2.45 -3.85 -4.65 -0.0003
C 1.10 -4.10 -4.66 -0.1467
C 0.64 -4.13 -3.41 -0.1236
C 1.70 -3.74 -2.59 -0.1050
C 2.84 -3.50 -3.43 -0.1399
H 3.12 -4.02 -5.40 0.1544
H 0.62 -4.36 -5.59 0.1096
H -0.33 -4.46 -3.06 0.0976
H 1.81 -3.55 -1.54 0.0733
H 3.86 -3.19 -3.25 0.1050
N 3.54 1.82 3.03 0.0230
C 4.24 3.02 3.13 -0.1078
C 3.39 3.92 3.76 -0.1176
C 2.14 3.28 3.95 -0.1610
C 2.24 1.99 3.48 -0.1279
H 3.91 0.93 2.75 0.1490
H 5.21 3.07 2.65 0.1076
H 3.57 4.96 4.02 0.0965
H 1.34 3.74 4.50 0.0977
H 1.61 1.12 3.45 0.1036
C -0.47 0.01 1.23 -0.3268
O 0.49 0.50 0.65 -0.0226
N -0.98 -1.16 0.85 -0.1482
C -2.21 -1.68 1.37 -0.0517
C -0.49 -1.98 -0.30 -0.0152
H -0.93 0.49 2.11 0.1195
H -2.50 -1.00 2.17 0.0563
H -2.11 -2.65 1.85 0.0814
H -2.97 -1.81 0.59 0.0948
H 0.56 -1.78 -0.51 0.0609
H -0.41 -3.05 -0.08 0.0779
H -1.11 -1.76 -1.17 0.0726
```

## Properties
Net charge   0
Frontier orbital gap   0.2950 Eh
E   -1929.789787 a.u.
Lowest unoccupied orbital energy   0.024 Eh
Molecular weight   609.82 g mol⁻¹

---

The lowest E belongs to which entry?
C35H47N3O2PdS3Se